{"formula": "C32H44BF9INbO28P", "method": "ωB97M-V/def2-TZVPD", "charge": -1, "e_lumo_ev": 1.39, "gap_ev": 5.066, "multiplicity": 1, "homo_energy_ev": -3.673, "elements": ["C", "C", "B", "O", "Nb", "I", "P", "C", "C", "C", "H", "H", "H", "H", "H", "H", "H", "H", "H", "H", "H", "H", "H", "H", "H", "H", "H", "C", "C", "O", "C", "O", "O", "F", "H", "H", "H", "C", "C", "O", "C", "O", "O", "F", "H", "H", "H", "C", "C", "O", "C", "O", "O", "F", "H", "H", "H", "C", "C", "O", "C", "O", "O", "F", "H", "H", "H", "C", "C", "O", "C", "O", "O", "F", "H", "H", "H", "C", "C", "O", "C", "O", "O", "F", "H", "H", "H", "C", "C", "O", "C", "O", "O", "F", "H", "H", "H", "C", "C", "O", "C", "O", "O", "F", "H", "H", "H", "C", "C", "O", "C", "O", "O", "F", "H", "H", "H"], "coordinates": [[4.31301, -2.66012, -0.54308], [2.79716, -2.79528, -0.78223], [2.50011, -2.75416, -2.34600], [2.97860, -3.79658, -3.12143], [1.35125, -1.09584, -3.46119], [0.34676, -2.89688, -5.43907], [-0.65561, -1.44765, -1.92538], [-0.58577, -0.15212, -0.59271], [-0.64893, -3.00195, -0.89052], [-2.07163, -3.62106, -0.98707], [4.57826, -2.89420, 0.47868], [4.66373, -1.67115, -0.82769], [4.81018, -3.38270, -1.19222], [2.49094, -3.77978, -0.41778], [2.25920, -2.01213, -0.25709], [3.80028, -3.56228, -3.56878], [0.54253, 0.38257, -4.22595], [2.83124, -0.79536, -4.50078], [2.04016, 0.06978, -2.23619], [-1.42444, -0.31785, 0.08724], [0.33981, -0.21622, -0.03067], [-0.70877, 0.82984, -1.03486], [-0.45016, -2.73718, 0.14490], [0.04603, -3.76267, -1.22575], [-2.14708, -4.25769, -1.86463], [-2.77243, -2.80050, -1.12943], [-2.35357, -4.16080, -0.08145], [5.37177, -2.28582, 4.77009], [5.78890, -2.94183, 3.47081], [5.33345, -2.01140, 2.50473], [5.33592, -0.78384, 3.08577], [5.25885, 0.24479, 2.50280], [5.44470, -0.89629, 4.43355], [5.16994, -4.12887, 3.28130], [4.34591, -2.54911, 5.02962], [6.02978, -2.51350, 5.60377], [6.86490, -3.08098, 3.35434], [3.29885, 2.40572, 3.51960], [3.18010, 3.51193, 2.49798], [2.42372, 4.49923, 3.20707], [2.68629, 4.33210, 4.53171], [2.43905, 5.13709, 5.37198], [3.27994, 3.14909, 4.75657], [2.49462, 3.11991, 1.40470], [2.43517, 1.74055, 3.48189], [4.21296, 1.82558, 3.41914], [4.13109, 3.94416, 2.19290], [-5.70619, -4.39617, -4.33195], [-6.54014, -3.79130, -3.22517], [-5.60955, -2.96937, -2.54842], [-4.65571, -2.58183, -3.46800], [-3.88684, -1.70553, -3.29520], [-4.74848, -3.35420, -4.57195], [-7.01380, -4.72498, -2.35303], [-5.18689, -5.29503, -3.99454], [-6.27872, -4.62215, -5.22023], [-7.37656, -3.18097, -3.56988], [-7.73885, -9.57679, -5.19345], [-8.47694, -8.85774, -4.08392], [-7.90222, -7.56355, -4.13342], [-7.48043, -7.34648, -5.40799], [-7.17758, -6.28757, -5.84702], [-7.45794, -8.50608, -6.10202], [-8.24534, -9.40724, -2.87021], [-6.80337, -10.00408, -4.83120], [-8.32817, -10.34867, -5.67922], [-9.55441, -8.77495, -4.23357], [5.94426, 5.63659, 4.86862], [7.21370, 6.40179, 4.57226], [8.02304, 5.41665, 3.95310], [7.19476, 4.51610, 3.34934], [7.52987, 3.71890, 2.54418], [5.92308, 4.67604, 3.80138], [7.82594, 6.83940, 5.69921], [5.99726, 5.11825, 5.82617], [5.05303, 6.25848, 4.84865], [7.08806, 7.24328, 3.88986], [-1.62191, -7.15183, 1.74091], [-2.46769, -6.46247, 2.78935], [-1.51248, -5.68920, 3.48601], [-0.50139, -5.40372, 2.60835], [0.32253, -4.57541, 2.78443], [-0.58271, -6.19720, 1.51236], [-3.04536, -7.34500, 3.64561], [-1.19087, -8.07807, 2.12396], [-2.16002, -7.35662, 0.81948], [-3.23975, -5.80429, 2.38848], [0.90538, 8.11762, 1.09262], [2.00234, 7.08150, 1.18287], [3.13345, 7.87429, 1.52564], [2.68089, 8.96377, 2.20805], [3.36852, 9.68925, 2.84613], [1.34719, 9.09642, 2.04820], [2.23365, 6.47787, -0.00747], [0.86098, 8.56874, 0.10266], [-0.07714, 7.73823, 1.35500], [1.85413, 6.32079, 1.94634], [-7.02579, -1.56106, -0.11348], [-7.39569, -0.42621, -1.03730], [-8.03624, 0.48115, -0.15615], [-7.51824, 0.28366, 1.09224], [-7.65495, 1.02678, 2.00350], [-6.82631, -0.87891, 1.13220], [-8.27756, -0.81192, -1.99793], [-7.84546, -2.27383, -0.00618], [-6.12850, -2.08402, -0.42279], [-6.54720, 0.06517, -1.51404], [2.76506, 10.16382, -3.51701], [3.33186, 10.68948, -2.21531], [2.16673, 11.12470, -1.53487], [1.12068, 10.37442, -1.98426], [0.06643, 10.29348, -1.45027], [1.46771, 9.71468, -3.11297], [4.16161, 11.74309, -2.40334], [2.66249, 10.96282, -4.25217], [3.33949, 9.34702, -3.94349], [3.84261, 9.94168, -1.60684]], "forces_ev_per_a": [[-0.406, -0.371, -0.584], [0.162, -0.373, -0.324], [0.775, 1.278, 1.540], [0.575, -0.596, 0.085], [-2.192, -0.582, -3.015], [0.109, 0.229, 0.337], [1.473, -0.033, 0.400], [-0.496, -0.475, 0.064], [-1.400, -0.308, -0.280], [0.291, 0.545, 0.242], [0.109, 0.140, 0.128], [0.093, 0.163, 0.150], [0.250, -0.058, 0.028], [-0.163, -0.093, 0.278], [-0.172, -0.005, 0.158], [-0.381, 0.033, -0.306], [0.375, 0.972, 0.525], [0.498, -0.182, 0.551], [-0.076, -0.388, -0.262], [-0.072, 0.058, 0.133], [0.160, 0.110, 0.029], [0.169, 0.132, -0.101], [0.293, 0.025, 0.068], [0.411, 0.191, 0.025], [-0.057, -0.178, -0.043], [-0.319, -0.081, 0.101], [-0.014, -0.290, -0.006], [0.065, 0.026, 0.152], [-0.309, -0.020, -0.062], [0.409, 0.131, 0.300], [-0.126, 0.000, -0.141], [0.013, -0.109, 0.008], [0.010, -0.116, 0.027], [0.000, 0.033, -0.037], [-0.026, -0.073, -0.106], [0.080, 0.166, -0.015], [0.002, -0.102, -0.022], [0.242, -0.076, 0.097], [-0.160, -0.271, -0.120], [0.335, 0.000, 0.027], [-0.067, -0.032, 0.127], [-0.019, 0.078, -0.048], [-0.056, -0.088, -0.157], [-0.128, 0.154, 0.062], [-0.069, 0.080, -0.072], [-0.041, 0.214, 0.191], [-0.016, 0.014, -0.109], [0.124, 0.300, -0.095], [0.236, -0.117, 0.191], [-0.261, 0.123, -0.230], [0.287, -0.125, -0.056], [-0.198, 0.095, 0.039], [-0.163, -0.078, 0.108], [0.020, 0.032, 0.007], [-0.055, 0.004, 0.117], [0.250, 0.305, -0.022], [-0.104, -0.071, 0.060], [-0.029, -0.108, -0.108], [0.209, 0.034, 0.061], [-0.272, 0.007, -0.118], [0.151, 0.003, -0.062], [-0.270, -0.415, -0.117], [-0.059, -0.072, 0.095], [0.051, 0.040, 0.000], [-0.009, 0.033, 0.115], [-0.029, 0.114, -0.150], [-0.033, -0.046, 0.094], [-0.321, 0.088, 0.003], [0.095, -0.207, 0.097], [-0.131, 0.153, -0.201], [-0.009, -0.091, 0.053], [0.018, -0.025, 0.042], [0.101, 0.182, 0.112], [0.042, -0.059, -0.006], [0.135, 0.023, 0.022], [-0.066, -0.100, -0.169], [0.027, 0.084, 0.073], [-0.023, -0.077, -0.320], [0.180, -0.057, 0.138], [-0.192, 0.069, -0.272], [0.350, 0.175, -0.042], [0.004, -0.064, 0.104], [-0.256, -0.084, 0.249], [0.050, 0.014, 0.022], [-0.066, 0.008, 0.132], [0.083, 0.142, -0.083], [-0.101, -0.063, 0.044], [-0.104, 0.048, 0.070], [0.007, 0.089, -0.184], [-0.061, -0.134, 0.239], [-0.048, 0.101, -0.104], [0.046, 0.006, -0.024], [-0.009, -0.121, -0.064], [0.080, 0.073, -0.007], [0.041, -0.037, -0.035], [0.015, 0.079, 0.192], [0.016, -0.086, -0.060], [0.253, -0.222, 0.096], [-0.171, -0.019, 0.112], [0.271, 0.102, -0.056], [-0.048, -0.087, 0.055], [-0.071, -0.013, -0.006], [-0.107, 0.058, -0.147], [-0.039, 0.009, 0.039], [-0.093, 0.072, -0.111], [0.123, 0.095, 0.172], [-0.032, -0.027, -0.123], [0.045, -0.128, -0.098], [-0.100, 0.148, -0.050], [0.057, -0.263, 0.104], [-0.026, 0.013, -0.108], [0.011, 0.079, 0.002], [0.092, 0.072, 0.004], [-0.065, 0.037, 0.003], [0.049, 0.089, 0.065], [-0.135, -0.130, 0.066], [0.101, 0.053, 0.008]], "lowdin_charge": [-0.120, -0.246, -0.761, -0.030, 0.575, -0.151, 0.669, -0.399, -0.481, -0.188, 0.036, 0.076, 0.061, 0.090, 0.060, 0.087, -0.171, -0.151, -0.118, 0.012, 0.003, 0.009, 0.060, 0.048, 0.065, 0.022, 0.040, -0.049, -0.310, 0.125, -0.530, 0.178, 0.071, 0.083, 0.146, 0.137, 0.173, -0.025, -0.297, 0.102, -0.578, 0.158, 0.073, 0.094, 0.152, 0.109, 0.162, -0.052, -0.308, 0.082, -0.544, 0.166, 0.087, 0.061, 0.149, 0.105, 0.170, -0.046, -0.312, 0.135, -0.528, 0.168, 0.082, 0.081, 0.146, 0.139, 0.173, -0.039, -0.308, 0.132, -0.541, 0.194, 0.050, 0.075, 0.150, 0.139, 0.175, -0.056, -0.319, 0.127, -0.548, 0.188, 0.069, 0.066, 0.142, 0.139, 0.171, -0.029, -0.303, 0.122, -0.559, 0.169, 0.081, 0.082, 0.118, 0.146, 0.152, -0.052, -0.305, 0.128, -0.551, 0.178, 0.076, 0.065, 0.147, 0.123, 0.179, -0.047, -0.311, 0.132, -0.556, 0.176, 0.078, 0.076, 0.144, 0.142, 0.174]}

{"formula": "C32H44BN3O10P", "method": "ωB97M-V/def2-TZVPD", "charge": -1, "e_lumo_ev": 0.84, "gap_ev": 4.562, "multiplicity": 1, "homo_energy_ev": -3.719, "elements": ["C", "C", "O", "O", "C", "C", "C", "C", "C", "C", "C", "C", "C", "O", "B", "O", "C", "P", "C", "C", "H", "H", "H", "H", "H", "H", "H", "H", "H", "H", "H", "H", "H", "H", "H", "H", "H", "H", "H", "H", "H", "H", "H", "H", "H", "H", "H", "H", "H", "C", "C", "C", "C", "C", "C", "N", "O", "O", "H", "H", "H", "H", "H", "C", "C", "C", "C", "C", "C", "N", "O", "O", "H", "H", "H", "H", "H", "C", "C", "C", "C", "C", "C", "N", "O", "O", "H", "H", "H", "H", "H"], "coordinates": [[-2.34815, 0.09558, 1.86129], [-2.99983, 1.35518, 1.10289], [-4.13412, 1.79476, 1.36575], [-2.17918, 1.90530, 0.06843], [-2.85345, 1.85531, -1.21263], [-3.15911, 0.38346, -1.75380], [-2.04020, -0.18858, -2.76494], [-1.15157, -1.27739, -1.99003], [-0.48908, -2.34801, -3.00478], [0.23197, -3.45010, -2.05211], [1.63520, -2.81499, -1.61705], [2.32006, -3.53115, -0.37003], [1.80813, -3.03078, 1.04952], [0.39247, -3.11627, 1.32971], [0.31221, -2.44662, 2.66824], [1.55219, -1.63814, 2.88635], [2.06433, -1.51342, 1.50711], [3.82248, -0.88554, 1.78905], [3.66146, 0.70511, 2.84748], [4.80684, -2.06465, 2.92439], [-3.05584, -0.29516, 2.65445], [-1.35062, 0.39019, 2.34081], [-2.18690, -0.68693, 1.03867], [-3.84680, 2.41604, -1.13647], [-2.17509, 2.35433, -1.98328], [-3.28997, -0.40273, -0.94381], [-4.17137, 0.43908, -2.29645], [-1.37180, 0.67312, -3.09263], [-2.57369, -0.66883, -3.64504], [-0.33853, -0.72332, -1.42235], [-1.77783, -1.88230, -1.24126], [-1.26144, -2.81418, -3.70077], [0.29300, -1.78772, -3.60947], [0.37374, -4.37884, -2.70235], [-0.45516, -3.62604, -1.16082], [1.57229, -1.69664, -1.43771], [2.33624, -2.95620, -2.51786], [3.44892, -3.35334, -0.43274], [2.15987, -4.66954, -0.40002], [2.38712, -3.64921, 1.81115], [-0.58876, -1.67747, 2.85536], [0.16456, -3.24159, 3.55929], [1.40120, -0.68983, 1.08477], [2.87054, 1.41294, 2.44505], [4.67770, 1.24307, 2.84395], [3.44079, 0.47383, 3.94513], [4.24429, -3.04011, 3.09496], [5.02137, -1.58738, 3.94582], [5.82189, -2.21147, 2.43137], [-6.96957, 2.70609, 0.32240], [-6.92695, 2.11038, 1.57837], [-8.10190, 1.92070, 2.29833], [-9.31494, 2.32849, 1.74669], [-9.36316, 2.93222, 0.49303], [-8.18367, 3.12036, -0.21823], [-10.55734, 2.10842, 2.48960], [-10.47741, 1.59382, 3.59358], [-11.60523, 2.44857, 1.96175], [-6.05128, 2.84719, -0.23825], [-5.97705, 1.79119, 1.99436], [-8.05664, 1.45543, 3.27593], [-10.30255, 3.25608, 0.06026], [-8.21011, 3.58698, -1.19697], [8.96909, 3.61602, 5.76503], [7.88467, 4.08576, 6.49909], [6.72298, 3.32730, 6.58785], [6.66065, 2.09666, 5.94024], [7.73865, 1.62370, 5.19789], [8.89564, 2.38984, 5.11198], [5.44855, 1.28258, 6.05118], [4.51580, 1.73655, 6.69372], [5.44330, 0.19741, 5.49789], [9.87661, 4.20826, 5.70232], [7.94633, 5.04299, 7.00509], [5.88471, 3.70343, 7.16244], [7.69401, 0.66849, 4.68733], [9.74252, 2.02951, 4.53859], [0.09115, -1.82804, -9.50396], [1.24150, -2.00787, -8.74262], [1.37221, -1.36626, -7.51635], [0.34115, -0.54963, -7.06049], [-0.80947, -0.35903, -7.82006], [-0.93081, -1.00223, -9.04651], [0.46395, 0.10790, -5.75819], [1.49348, -0.06718, -5.12882], [-0.47222, 0.78954, -5.37496], [-0.00999, -2.33497, -10.45840], [2.03581, -2.65150, -9.10424], [2.27285, -1.51406, -6.93193], [-1.61347, 0.27927, -7.47250], [-1.82425, -0.86314, -9.64509]], "forces_ev_per_a": [[-0.139, 1.149, -0.880], [-1.092, -0.192, 0.992], [3.642, -1.003, -1.278], [-1.508, -1.337, 0.845], [-0.846, -0.164, -0.935], [-0.160, -0.043, -0.719], [-0.226, -0.160, 1.387], [-0.234, -0.245, -1.204], [0.215, 0.386, 1.629], [-0.104, 1.382, -1.108], [0.438, -1.124, -0.285], [-0.541, 0.210, 0.084], [0.189, 0.710, -0.270], [1.841, 0.085, -0.784], [-0.362, 0.117, 1.182], [0.388, -0.337, -1.734], [0.017, -0.323, 3.261], [0.720, 0.747, -0.882], [0.136, -0.002, 0.911], [-0.063, 0.109, 0.766], [0.851, 0.596, -1.071], [-1.398, -0.600, -0.908], [0.084, 1.042, 1.404], [1.412, -0.551, -0.075], [-0.882, -0.450, 1.303], [0.052, 1.262, -0.709], [1.428, -0.010, 0.724], [-0.949, -1.256, 0.105], [0.823, 0.629, 0.909], [-0.996, -0.862, -0.539], [0.791, 1.017, -1.025], [0.835, 0.653, 0.937], [-0.869, -0.852, 0.493], [-0.011, 0.957, 1.264], [1.103, -0.048, -1.104], [-0.097, -1.366, -0.096], [-0.937, 0.312, 1.165], [-1.467, -0.165, 0.293], [0.140, 1.583, -0.134], [-0.548, 0.653, -0.672], [-1.001, 0.356, -0.679], [0.277, -0.781, 0.468], [1.019, -1.071, -0.585], [0.947, -0.954, 0.375], [-1.413, -0.780, -0.239], [0.008, 0.238, -1.524], [0.851, 1.203, -0.277], [-0.563, -0.677, -1.447], [-1.398, -0.121, 0.519], [-0.076, 0.023, -0.045], [-0.248, -0.030, 0.177], [-0.062, 0.023, -0.053], [0.665, 0.077, -0.351], [-0.107, 0.063, -0.125], [0.042, -0.134, 0.258], [-0.289, -0.061, 0.212], [-0.066, 0.187, -0.376], [0.287, -0.097, 0.181], [-0.051, -0.038, 0.143], [-0.379, 0.098, -0.106], [-0.194, 0.064, -0.115], [0.019, -0.119, 0.223], [-0.053, -0.037, 0.097], [-0.012, -0.016, -0.003], [0.041, -0.217, -0.133], [-0.039, 0.061, 0.066], [0.703, 0.488, -0.070], [0.038, -0.103, -0.062], [-0.163, 0.145, 0.164], [-0.581, -0.408, 0.011], [0.376, -0.057, -0.189], [0.181, 0.423, 0.320], [-0.094, -0.053, -0.004], [-0.053, -0.099, -0.043], [-0.011, -0.235, -0.123], [-0.212, 0.092, 0.132], [-0.117, -0.003, 0.039], [0.003, 0.013, 0.017], [-0.217, 0.143, 0.026], [0.097, -0.042, 0.039], [-0.086, -0.420, -0.729], [-0.107, 0.046, -0.002], [0.235, -0.068, 0.097], [0.122, 0.270, 0.574], [-0.335, 0.057, -0.310], [0.308, -0.178, -0.303], [0.012, 0.054, 0.093], [-0.057, 0.076, 0.080], [-0.205, 0.134, 0.097], [0.211, -0.054, 0.149], [0.071, 0.014, 0.096]], "lowdin_charge": [0.010, -0.384, 0.030, -0.068, -0.179, -0.162, -0.194, -0.198, -0.206, -0.195, -0.203, -0.144, -0.332, -0.098, -0.658, -0.204, -0.435, 0.878, -0.334, -0.307, 0.093, 0.097, 0.086, 0.105, 0.130, 0.098, 0.112, 0.091, 0.104, 0.115, 0.112, 0.103, 0.084, 0.103, 0.105, 0.104, 0.108, 0.104, 0.119, 0.134, 0.035, 0.043, 0.122, 0.035, 0.022, 0.029, 0.038, 0.016, 0.015, -0.058, -0.053, 0.008, -0.154, -0.016, -0.071, -0.354, 0.067, 0.059, 0.092, 0.079, 0.118, 0.113, 0.103, -0.083, -0.074, -0.003, -0.139, 0.003, -0.070, -0.338, 0.081, 0.056, 0.103, 0.105, 0.118, 0.122, 0.106, -0.080, -0.070, 0.002, -0.140, -0.001, -0.072, -0.339, 0.076, 0.065, 0.104, 0.107, 0.121, 0.119, 0.106]}